The following is a quantum chemistry calculation of a structure of composition C50H38MnN5O4P2S3, from the Open Molecules 2025 dataset.

XYZ file:
```
103
Properties=species:S:1:pos:R:3:lowdin_charge:R:1
Mn 0.0007 -1.4188 -0.2914 0.56
S -3.3646 -2.2402 0.0298 0.60
S -2.9575 1.9986 0.1863 0.32
S -0.0433 -0.9241 2.7676 0.36
P 0.4920 0.6370 1.6838 0.42
P -1.1495 1.7373 -0.5750 0.46
O 2.7260 -2.4142 1.4716 0.06
O -3.6908 -3.5587 -0.4543 -0.30
O 2.0880 -0.8860 -2.7816 0.06
O -3.6576 -1.1010 -0.7902 -0.32
N 1.9870 -1.5331 -0.5521 0.08
N -1.7827 -2.1682 0.3909 -0.15
N -1.6786 -4.0900 1.8315 0.17
N 0.0343 -3.3916 0.3485 0.07
N -6.0355 -1.4974 5.2793 0.08
C -1.2665 1.5876 -2.3988 -0.32
C 0.9885 3.2986 2.5237 -0.08
C -0.8767 -5.0778 2.1993 -0.11
C 1.6132 4.7704 -1.0396 -0.09
C -2.5291 1.9026 -4.4263 -0.09
C -0.6489 -2.8194 -5.2915 -0.08
C -0.0487 0.5267 0.0308 -0.55
C 2.6143 -1.2136 -1.7347 -0.41
C -4.1362 -0.7986 2.1944 -0.06
C 4.3951 1.4553 0.6768 -0.08
C -0.5664 4.5698 3.8431 -0.10
C -0.2429 1.1843 -4.5470 -0.07
C -5.4417 -2.9247 3.4108 -0.04
C 2.9347 -1.9708 0.3655 -0.44
C 2.3256 0.7625 1.7139 -0.36
C 3.0245 0.4674 2.8791 -0.10
C -4.7420 -0.6225 3.4234 -0.02
C -4.1850 -2.0398 1.5761 -0.29
C 5.1518 -1.0943 -2.3887 0.00
C -0.1648 1.2227 -3.1623 -0.11
C -0.1641 -2.4963 -4.0379 -0.03
C -0.9773 -1.7948 -3.1370 -0.24
C 0.4041 -5.2743 1.6918 -0.04
C -2.2731 -1.4181 -3.4993 -0.02
C -0.2963 3.3838 -0.5146 -0.31
C -4.8322 -3.1022 2.1811 -0.07
C -1.4268 1.5248 -5.1830 -0.10
C 4.2894 -1.8292 -0.2630 -0.10
C 0.1008 2.2287 2.4960 -0.32
C -0.9325 4.4938 0.0220 -0.12
C 0.9769 3.5398 -1.0592 -0.10
C -1.9404 -2.4507 -5.6480 -0.08
C -5.3956 -1.6849 4.0477 -0.33
C 0.8446 -4.3549 0.7584 -0.09
C -1.1202 2.3359 3.1559 -0.12
C 0.6569 4.4629 3.1982 -0.09
C -1.4566 3.5046 3.8194 -0.08
C 4.3923 0.6760 2.9475 -0.08
C -1.1886 -3.2809 0.8981 -0.52
C -2.4515 1.9324 -3.0422 -0.11
C 3.0244 1.2435 0.6132 -0.10
C 5.5495 -2.0630 0.2461 -0.01
C -0.3022 5.7305 0.0381 -0.10
C -2.7456 -1.7580 -4.7553 -0.06
C 6.6272 -1.7946 -0.5929 -0.08
C 6.4316 -1.3172 -1.8875 -0.08
C -0.4199 -1.4769 -1.8606 0.06
C 0.9726 5.8721 -0.4840 -0.10
C 4.0949 -1.3608 -1.5428 -0.09
C 5.0806 1.1791 1.8501 -0.10
H 4.9256 1.8188 -0.1955 0.10
H 1.4664 6.8367 -0.4660 0.09
H -1.9220 4.3667 0.4428 0.05
H 1.8279 -4.3955 0.3137 0.12
H 6.1511 1.3377 1.9037 0.10
H -3.7506 -1.4712 -5.0360 0.11
H -6.1182 -2.3383 5.8287 0.08
H -5.9531 -3.7535 3.8876 0.10
H 1.0292 -6.0873 2.0269 0.10
H -4.7031 0.3468 3.9074 0.11
H -3.3115 2.2023 -2.4422 0.06
H 0.7538 0.9255 -2.6794 0.07
H 4.9873 -0.7204 -3.3905 0.12
H -5.6482 -0.7442 5.8259 0.08
H -2.3195 -2.7042 -6.6307 0.10
H 1.4711 2.6912 -1.5117 0.08
H -4.8420 -4.0663 1.6921 0.11
H 2.4746 1.4275 -0.3009 0.08
H -3.6137 0.0200 1.7120 0.02
H -2.4156 3.5829 4.3160 0.10
H 7.6372 -1.9532 -0.2355 0.10
H 0.8450 -2.7542 -3.7474 0.11
H -0.8259 5.4825 4.3662 0.09
H -1.2672 -5.7529 2.9550 0.11
H 7.2937 -1.1186 -2.5124 0.10
H -0.0219 -3.3545 -5.9932 0.10
H 2.4887 0.0542 3.7250 0.09
H 1.9394 3.2367 2.0110 0.10
H -1.4969 1.4856 -6.2637 0.10
H 5.6825 -2.4172 1.2597 0.12
H -3.4591 2.1664 -4.9158 0.10
H 2.6060 4.8706 -1.4617 0.10
H 1.3535 5.2920 3.2048 0.10
H -2.8920 -0.8844 -2.7972 0.09
H 4.9288 0.4393 3.8586 0.10
H -1.8044 1.4970 3.1362 0.07
H 0.6206 0.8646 -5.1174 0.11
H -0.8079 6.5835 0.4749 0.10
```

## Properties
2S+1 = 2
HOMO level (spin up / spin down) = -0.1599 / -0.1674 Ha
Total energy = -5531.27110 a.u.
LUMO (spin up / spin down) = 2.036 / 2.237 eV
⟨S²⟩ = 1.180
Total charge = -1
Energy relative to the best compared isomer or geometry (same formula, charge and spin) = 0.00 kJ/mol
Orbital gap (spin up / spin down) = 6.39 / 6.79 eV